1.
Formula: C5H7N2O
Source: OMol25
Level of theory: ωB97M-V/def2-TZVPD

```
15
Properties=species:S:1:pos:R:3:mulliken_charge:R:1
N -1.5319 2.3735 -0.1460 -0.2836
C -0.8800 1.4833 0.4303 0.5340
N 0.0158 0.9024 0.9352 -0.1224
C 0.5769 -0.3354 1.0548 0.0032
C -0.1081 -1.6032 0.6338 -0.6235
C 1.1631 -1.1499 -0.1697 -0.2561
C 0.8078 -0.5834 -1.4788 -0.0292
O -0.2086 0.0064 -1.6563 -0.4959
H -1.2224 2.9583 -0.8979 0.2648
H -2.4218 2.5253 0.0722 0.2236
H 1.2872 -0.3312 1.8946 0.4625
H -1.1308 -1.6316 0.0790 0.2445
H -0.2163 -2.3535 1.4444 0.3044
H 2.2427 -1.4860 -0.0579 0.3876
H 1.6263 -0.7749 -2.1378 0.3862
```

LUMO level, eV: -4.49
SMILES: [NH2+]=C=N[C@H]1C[C@H]1C=O
Net charge: +1
Orbital gap, Eh: 0.35772



2.
Formula: C5H7N2O
Source: OMol25
Level of theory: ωB97M-V/def2-TZVPD

```
15
Properties=species:S:1:pos:R:3:mulliken_charge:R:1
N 1.8983 2.2176 1.5324 -0.4077
C 0.9437 1.5526 0.9552 0.3137
N 0.4127 0.7573 0.2895 0.0857
C -0.8019 0.2517 0.0160 0.1122
C -1.1449 -0.1713 -1.3901 -0.7566
C -1.0710 -1.2294 -0.3114 -0.1329
C 0.1912 -2.1876 -0.4221 -0.1142
O 1.3066 -1.9302 -0.1444 -0.4113
H 2.2478 3.2625 1.3175 0.3389
H 2.3781 1.8137 2.3405 0.2923
H -1.5694 0.7076 0.7767 0.3366
H -0.3887 -0.3017 -2.1980 0.2988
H -2.1477 -0.0963 -1.7474 0.2879
H -2.0711 -1.6289 -0.0411 0.3861
H -0.1838 -3.0174 -0.9733 0.3705
```

LUMO level, eV: -4.24
SMILES: [NH2+]=C=N[C@H]1C[C@H]1C=O
Net charge: +1
Orbital gap, Eh: 0.34268



Least stable: 2